93
Properties=species:S:1:pos:R:3 method="wB97M-V/def2-TZVPD" total_charge=+1 lumo_ev="-2.50 / -4.24" homo_energy_ev="-9.779 / -10.189" orbital_gap_ha="0.2675 / 0.2186" spin_multiplicity=5
Co -0.134 0.624 0.347
C 3.608 0.853 -1.831
C 3.205 0.362 -3.222
C 2.726 1.497 -4.125
C 4.421 -0.292 -3.873
N 2.119 -0.665 -3.084
C 2.259 -1.993 -3.445
C 1.118 -2.621 -3.111
N 0.270 -1.696 -2.540
B -1.030 -2.237 -1.880
N -0.709 -3.011 -0.578
C -1.445 -4.128 -0.255
C -0.959 -4.632 0.893
N 0.094 -3.824 1.285
C 0.224 -2.823 0.379
S 1.362 -1.525 0.392
C 0.939 -4.081 2.497
C 2.390 -4.285 2.066
C 0.785 -2.915 3.467
C 0.450 -5.354 3.183
N -2.164 -1.179 -1.735
C -2.859 -0.822 -2.867
C -3.842 0.018 -2.505
N -3.770 0.175 -1.130
C -2.709 -0.542 -0.679
S -2.057 -0.641 0.927
C -4.806 1.009 -0.431
C -4.791 0.858 1.085
C -6.181 0.550 -0.926
C -4.553 2.466 -0.812
C 0.894 -0.507 -2.531
S 0.217 0.973 -1.945
H 4.454 1.533 -1.927
H 3.909 0.010 -1.206
H 2.793 1.381 -1.343
H 3.542 2.208 -4.261
H 1.877 2.024 -3.699
H 2.446 1.109 -5.105
H 5.193 0.469 -3.973
H 4.198 -0.668 -4.872
H 4.829 -1.098 -3.262
H 3.140 -2.377 -3.918
H 0.827 -3.649 -3.230
H -1.463 -3.059 -2.647
H -2.244 -4.476 -0.885
H -1.264 -5.497 1.447
H 2.800 -3.396 1.595
H 2.466 -5.122 1.371
H 2.990 -4.517 2.947
H 1.160 -1.993 3.036
H 1.347 -3.125 4.378
H -0.265 -2.778 3.734
H 0.539 -6.229 2.537
H -0.578 -5.263 3.534
H 1.081 -5.523 4.054
H -2.595 -1.210 -3.835
H -4.587 0.506 -3.102
H -4.885 -0.183 1.390
H -5.654 1.406 1.467
H -3.895 1.270 1.536
H -6.326 -0.512 -0.726
H -6.335 0.728 -1.989
H -6.949 1.107 -0.390
H -3.567 2.782 -0.469
H -5.305 3.102 -0.344
H -4.607 2.612 -1.892
Te 1.840 1.090 2.165
C 0.990 0.584 4.004
C 1.811 0.578 5.132
C 1.284 0.244 6.371
C -0.058 -0.090 6.491
C -0.877 -0.091 5.369
C -0.357 0.245 4.129
H 2.859 0.832 5.044
H 1.924 0.243 7.243
H -0.466 -0.350 7.458
H -1.922 -0.357 5.458
H -0.997 0.217 3.257
N -3.009 7.279 0.252
C -2.798 6.440 1.294
O -3.091 6.710 2.438
C -2.152 5.112 0.971
C -1.433 4.851 -0.185
C -0.878 3.594 -0.362
N -1.009 2.614 0.534
C -1.685 2.878 1.659
C -2.266 4.103 1.917
H -3.475 8.150 0.443
H -2.912 6.988 -0.703
H -1.265 5.604 -0.943
H -0.306 3.366 -1.252
H -1.761 2.067 2.372
H -2.797 4.291 2.839

---

24
Properties=species:S:1:pos:R:3 method="wB97M-V/def2-TZVPD" total_charge=+3 relative_energy_kcal_mol=124.8 lumo_ev="-13.82 / -13.86" homo_energy_ev="-20.126 / -19.499" orbital_gap_ha="0.2319 / 0.2073"
H 1.523 -1.831 -2.919
C 1.637 -1.885 -1.830
H 2.535 -2.436 -1.536
H 0.788 -2.396 -1.364
H 2.187 -0.660 -1.612
C -0.827 0.528 3.791
O -0.338 0.549 2.454
C -1.277 0.211 1.422
C -0.534 0.025 0.113
O -1.351 0.622 -0.860
C -0.759 0.574 -2.134
C 0.686 0.995 -1.928
O 1.125 0.074 -0.857
H -0.016 0.859 4.447
H -1.675 1.220 3.875
H -1.105 -0.505 4.039
H -2.062 0.978 1.381
H -1.705 -0.755 1.727
H -0.502 -1.073 0.002
H -1.261 1.292 -2.793
H -0.823 -0.461 -2.507
H 0.756 2.085 -1.875
H 1.395 0.819 -2.743
La 1.604 1.170 1.706

---

21
Properties=species:S:1:pos:R:3 method="wB97M-V/def2-TZVPD" total_charge=+2 relative_energy_kcal_mol=37.2 lumo_ev=-7.42 homo_energy_ev=-15.148 orbital_gap_ha=0.2841
C -0.690 2.139 0.978
C -1.180 3.008 0.090
C -0.235 0.811 0.513
C 0.996 -4.207 -0.421
C 1.534 -2.909 -0.490
N -0.103 -0.037 1.515
N 1.498 -3.827 -1.782
N -1.558 4.375 0.352
S 0.189 0.474 -1.107
S 1.854 -1.359 -0.556
H -0.575 2.297 2.135
H -1.096 2.583 -1.031
H 1.514 -5.078 -0.023
H -0.190 -4.271 -0.484
H 0.277 -0.997 1.312
H -0.437 0.288 2.427
H 0.846 -3.485 -2.500
H -1.227 4.853 -0.417
H -1.260 4.798 1.261
H -2.646 4.449 0.285
H 2.488 -3.907 -2.059

---

86
Properties=species:S:1:pos:R:3 method="wB97M-V/def2-TZVPD" total_charge=-1 relative_energy_kcal_mol=38.5 lumo_ev="1.78 / 1.78" homo_energy_ev="-3.569 / -3.569" orbital_gap_ha="0.1966 / 0.1966"
Ti -0.484 0.210 -0.094
Se -0.499 -0.299 3.785
Se -2.967 0.746 0.743
C -1.861 2.054 1.521
C -2.282 3.158 2.266
C -1.333 4.018 2.768
C 0.022 3.783 2.519
C 0.365 2.679 1.778
N -0.563 1.838 1.302
C -0.975 -1.729 2.716
C -1.542 -2.882 3.332
C -1.801 -4.015 2.620
C -1.504 -4.036 1.249
C -1.018 -2.887 0.690
N -0.764 -1.742 1.362
H -3.339 3.304 2.436
H -1.636 4.872 3.361
H 0.793 4.434 2.902
H 1.395 2.413 1.582
H -1.754 -2.822 4.389
H -2.220 -4.886 3.109
H -1.654 -4.916 0.638
H -0.791 -2.861 -0.367
C 3.303 1.964 -0.489
C 4.056 0.832 -1.124
C 5.446 0.907 -1.151
C 6.214 -0.060 -1.776
C 5.596 -1.132 -2.401
C 4.216 -1.239 -2.362
C 3.439 -0.281 -1.712
P 1.619 -0.425 -1.687
C 1.267 -2.089 -2.383
C 0.551 -2.203 -3.574
C 0.190 -3.441 -4.083
C 0.534 -4.590 -3.391
C 1.234 -4.486 -2.200
C 1.610 -3.252 -1.672
C 2.342 -3.216 -0.361
C 1.207 0.699 -3.068
C 1.931 0.676 -4.263
C 1.597 1.516 -5.307
C 0.523 2.391 -5.157
C -0.175 2.431 -3.966
C 0.166 1.607 -2.885
C -0.546 1.785 -1.568
H 3.761 2.914 -0.769
H 3.347 1.867 0.598
H 2.254 1.999 -0.792
H 5.928 1.748 -0.667
H 7.293 0.027 -1.779
H 6.182 -1.886 -2.911
H 3.737 -2.087 -2.835
H 0.259 -1.311 -4.109
H -0.357 -3.501 -5.015
H 0.253 -5.565 -3.770
H 1.502 -5.383 -1.654
H 2.449 -4.223 0.041
H 1.814 -2.610 0.379
H 3.337 -2.779 -0.460
H 2.759 -0.014 -4.374
H 2.163 1.491 -6.229
H 0.246 3.055 -5.967
H -0.990 3.135 -3.841
H -1.614 1.923 -1.762
H -0.190 2.725 -1.130
C -2.348 -1.355 -1.988
O -1.231 -0.886 -1.298
H -2.404 -0.881 -2.973
H -3.262 -1.126 -1.431
H -2.269 -2.437 -2.123
O 5.230 2.027 4.375
S 5.311 0.944 3.427
O 6.562 0.777 2.728
N 4.064 0.986 2.383
C 3.255 -0.051 2.536
S 1.874 -0.367 1.674
C 3.694 -1.018 3.600
C 3.121 -2.224 3.967
C 3.744 -2.964 4.962
C 4.915 -2.510 5.569
C 5.495 -1.306 5.187
C 4.853 -0.580 4.203
H 2.216 -2.565 3.479
H 3.317 -3.909 5.271
H 5.378 -3.103 6.347
H 6.411 -0.950 5.638

---

13
Properties=species:S:1:pos:R:3 method="wB97M-V/def2-TZVPD" total_charge=+1 relative_energy_kcal_mol=64.9 lumo_ev=-5.76 homo_energy_ev=-13.738 orbital_gap_ha=0.2931
C 1.090 -1.184 0.385
N 0.838 -0.380 1.342
C -0.433 0.381 1.461
N -1.227 0.543 0.546
C -1.395 0.455 -0.828
C -0.383 0.586 -1.710
F 0.920 0.419 -1.460
H 2.114 -1.307 0.124
H 0.426 -1.716 -0.297
H 1.565 -0.086 1.995
H -0.549 0.763 2.393
H -2.488 0.525 -1.187
H -0.479 1.002 -2.765

---

14
Properties=species:S:1:pos:R:3 method="wB97M-V/def2-TZVPD" total_charge=-1 relative_energy_kcal_mol=10.8 lumo_ev=4.64 homo_energy_ev=-2.760 orbital_gap_ha=0.2721
C 0.039 1.543 -1.582
O -0.815 0.518 -1.366
H -0.346 2.540 -1.232
H 0.328 1.637 -2.649
H 1.019 1.526 -1.006
N -1.028 -0.478 1.438
C 0.005 -1.497 1.121
N 1.007 -1.106 0.136
H -1.268 0.055 0.584
H -0.662 0.250 2.045
H -0.609 -2.333 0.800
H 0.572 -1.629 2.046
H 1.268 -0.157 0.395
H 0.490 -0.870 -0.730

---

| no. | calculated total energy (hartree) |
| --- | --- |
| 1 | -4668.02387 |
| 2 | -492.90363 |
| 3 | -1157.02171 |
| 4 | -8687.33986 |
| 5 | -365.02270 |
| 6 | -266.32728 |